No. 1
C19H31F4O14P | ωB97M-V/def2-TZVPD

Results
Highest occupied orbital energy   -7.817 eV
Structure (SMILES)   O=C1OC[C@@H](F)O1.O=C1OC[C@@H](F)O1.O=C1OC[C@@H](F)O1.O=C1OC[C@@H](F)O1.CCC[PH2](CCO)CCO
Net charge   0

```
69
C19H31F4O14P | the OMol25 dataset | ωB97M-V/def2-TZVPD
C 5.01 1.68 1.25
C 4.55 1.32 -0.28
C 3.28 2.34 -0.63
P 1.56 1.49 -0.50
C 0.79 3.11 -1.14
C 0.65 4.12 0.18
O 1.51 5.34 0.01
C -0.09 0.53 -0.51
C -1.30 1.21 0.37
O -1.09 1.22 1.83
H 6.10 1.25 1.39
H 4.25 1.13 1.98
H 4.93 2.83 1.53
H 4.14 0.24 -0.43
H 5.42 1.62 -1.03
H 3.42 2.62 -1.78
H 3.36 3.34 -0.03
H 2.05 0.53 -1.50
H 1.84 1.17 0.90
H 1.51 3.69 -1.89
H -0.30 3.00 -1.59
H 0.99 3.61 1.18
H -0.48 4.45 0.32
H 2.29 5.30 0.64
H -0.43 0.37 -1.64
H 0.13 -0.55 -0.06
H -2.26 0.54 0.18
H -1.59 2.30 0.06
H -1.98 1.54 2.20
C -2.12 6.18 -1.18
C -3.42 6.91 -1.11
O -4.24 6.18 -1.99
C -3.77 4.91 -1.95
O -4.39 3.94 -2.35
O -2.53 4.85 -1.39
F -3.29 8.17 -1.60
H -1.49 6.51 -2.01
H -1.54 6.28 -0.25
H -3.87 6.94 -0.12
C 0.74 -2.85 -3.24
C 1.40 -2.76 -4.57
O 1.28 -1.39 -4.91
C 1.26 -0.74 -3.71
O 1.43 0.46 -3.58
O 1.02 -1.59 -2.67
F 0.73 -3.48 -5.50
H -0.34 -2.99 -3.32
H 1.15 -3.66 -2.63
H 2.46 -3.04 -4.57
C -1.68 -1.80 4.51
C -0.20 -1.94 4.40
O -0.04 -3.05 3.55
C -1.14 -3.05 2.75
O -1.23 -3.69 1.71
O -2.13 -2.25 3.25
F 0.35 -2.24 5.60
H -2.11 -2.44 5.29
H -1.99 -0.77 4.70
H 0.30 -1.07 3.97
C -2.17 -6.93 0.82
C -2.54 -7.94 1.86
O -1.81 -9.08 1.47
C -0.70 -8.60 0.84
O 0.30 -9.26 0.62
O -0.84 -7.28 0.51
F -3.85 -8.23 1.79
H -2.78 -7.00 -0.08
H -2.22 -5.90 1.20
H -2.27 -7.65 2.88
```

The computed Löwdin charges, all in e, follow: number 1, C, carries -0.17; number 2, C, carries -0.29; number 3, C, carries -0.41; number 4, P, carries 0.75; number 5, C, carries -0.27; number 6, C, carries -0.25; number 7, O, carries -0.16; number 8, C, carries -0.35; number 9, C, carries -0.29; number 10, O, carries -0.18; number 11, H, carries 0.07; number 12, H, carries 0.07; number 13, H, carries 0.07; number 14, H, carries 0.09; number 15, H, carries 0.11; number 16, H, carries 0.09; number 17, H, carries 0.07; number 18, H, carries 0.03; number 19, H, carries 0.04; number 20, H, carries 0.11; number 21, H, carries 0.09; number 22, H, carries 0.12; number 23, H, carries 0.10; number 24, H, carries 0.10; number 25, H, carries 0.10; number 26, H, carries 0.10; number 27, H, carries 0.13; number 28, H, carries 0.10; number 29, H, carries 0.12; number 30, C, carries -0.08; number 31, C, carries -0.33; number 32, O, carries 0.14; number 33, C, carries -0.50; number 34, O, carries 0.15; number 35, O, carries 0.05; number 36, F, carries 0.08; number 37, H, carries 0.16; number 38, H, carries 0.13; number 39, H, carries 0.18; number 40, C, carries -0.07; number 41, C, carries -0.33; number 42, O, carries 0.15; number 43, C, carries -0.50; number 44, O, carries 0.11; number 45, O, carries 0.04; number 46, F, carries 0.08; number 47, H, carries 0.15; number 48, H, carries 0.15; number 49, H, carries 0.18; number 50, C, carries -0.08; number 51, C, carries -0.33; number 52, O, carries 0.15; number 53, C, carries -0.49; number 54, O, carries 0.13; number 55, O, carries 0.07; number 56, F, carries 0.08; number 57, H, carries 0.15; number 58, H, carries 0.14; number 59, H, carries 0.18; number 60, C, carries -0.08; number 61, C, carries -0.33; number 62, O, carries 0.14; number 63, C, carries -0.50; number 64, O, carries 0.14; number 65, O, carries 0.08; number 66, F, carries 0.08; number 67, H, carries 0.15; number 68, H, carries 0.12; number 69, H, carries 0.18

---

No. 2
C19H31FeN3S4Si2Te | ωB97M-V/def2-TZVPD

Results
Highest occupied orbital energy (alpha / beta)   -10.904 / -11.452 eV
Relative energy (zero: lowest compared OMol25 entry of this formula, charge and spin)   0.0 kJ/mol
Net charge   +1
Multiplicity   6
<S²>   8.772

```
61
C19H31FeN3S4Si2Te | the OMol25 dataset | ωB97M-V/def2-TZVPD
Fe 0.87 -0.03 2.20
S 1.72 0.61 4.28
S 0.52 -0.54 5.54
S -0.04 -2.32 4.63
S 0.53 -2.22 2.72
C 0.55 2.27 -1.19
Si 0.32 3.54 0.15
C 1.53 3.62 1.58
C 0.09 5.16 -0.71
C -1.22 3.36 1.09
Te -1.52 1.37 1.76
C -2.24 0.60 -0.07
Si -4.18 0.48 -0.17
C -4.85 2.16 0.29
C -4.56 -0.99 0.99
C -4.73 -0.09 -1.88
H 1.63 2.18 -1.41
H -0.18 2.30 -1.99
H 0.38 1.28 -0.69
H 1.20 3.22 2.52
H 1.95 4.67 1.54
H 2.34 3.00 1.23
H 1.01 5.58 -1.17
H -0.24 5.95 0.04
H -0.84 5.12 -1.37
H -2.17 3.57 0.57
H -1.13 4.05 1.94
H -1.60 -0.24 -0.36
H -1.88 1.34 -0.76
H -4.64 2.28 1.33
H -5.96 2.21 0.10
H -4.33 3.04 -0.24
H -4.12 -0.76 1.96
H -3.97 -1.75 0.53
H -5.62 -1.34 1.08
H -4.54 0.73 -2.55
H -5.78 -0.41 -1.99
H -4.17 -0.95 -2.22
C 4.43 0.22 -0.02
C 3.49 0.43 0.93
N 2.27 -0.18 0.83
C 1.97 -0.95 -0.18
C 2.85 -1.26 -1.24
C 4.06 -0.62 -1.17
C 2.53 -2.00 -2.46
C 2.29 -3.27 -2.67
C 1.97 -4.27 -1.59
C 1.93 -5.60 -1.90
C 1.75 -6.50 -0.85
N 1.54 -6.07 0.39
C 1.65 -4.74 0.56
N 1.67 -3.76 -0.37
H 5.38 0.68 -0.01
H 3.74 0.94 1.86
H 0.96 -1.38 -0.11
H 4.77 -0.70 -1.98
H 2.69 -1.36 -3.35
H 2.26 -3.62 -3.66
H 2.08 -5.97 -2.93
H 1.82 -7.60 -0.99
H 1.73 -4.46 1.61
```

The computed Löwdin charges, all in e, follow: number 1, Fe, carries 0.01; number 2, S, carries 0.10; number 3, S, carries 0.06; number 4, S, carries 0.09; number 5, S, carries 0.14; number 6, C, carries -0.18; number 7, Si, carries 0.32; number 8, C, carries -0.16; number 9, C, carries -0.20; number 10, C, carries -0.57; number 11, Te, carries 1.30; number 12, C, carries -0.57; number 13, Si, carries 0.46; number 14, C, carries -0.20; number 15, C, carries -0.18; number 16, C, carries -0.18; number 17, H, carries 0.04; number 18, H, carries 0.05; number 19, H, carries -0.01; number 20, H, carries 0.00; number 21, H, carries 0.07; number 22, H, carries 0.00; number 23, H, carries 0.04; number 24, H, carries 0.05; number 25, H, carries 0.06; number 26, H, carries 0.01; number 27, H, carries 0.04; number 28, H, carries 0.02; number 29, H, carries -0.03; number 30, H, carries 0.00; number 31, H, carries 0.06; number 32, H, carries 0.06; number 33, H, carries 0.01; number 34, H, carries 0.01; number 35, H, carries 0.06; number 36, H, carries 0.01; number 37, H, carries 0.05; number 38, H, carries 0.03; number 39, C, carries 0.00; number 40, C, carries -0.12; number 41, N, carries -0.09; number 42, C, carries -0.12; number 43, C, carries -0.19; number 44, C, carries 0.05; number 45, C, carries -0.05; number 46, C, carries 0.00; number 47, C, carries -0.25; number 48, C, carries -0.02; number 49, C, carries -0.11; number 50, N, carries 0.09; number 51, C, carries -0.20; number 52, N, carries 0.14; number 53, H, carries 0.10; number 54, H, carries 0.11; number 55, H, carries 0.11; number 56, H, carries 0.13; number 57, H, carries 0.13; number 58, H, carries 0.10; number 59, H, carries 0.13; number 60, H, carries 0.13; number 61, H, carries 0.06

---

No. 3
C19H31HfN3O6 | ωB97M-V/def2-TZVPD

Results
Highest occupied orbital energy (alpha / beta)   -15.758 / -16.472 eV
Relative energy (zero: lowest compared OMol25 entry of this formula, charge and spin)   0.0 kJ/mol
Net charge   +3
Multiplicity   2
<S²>   0.751

```
60
C19H31HfN3O6 | the OMol25 dataset | ωB97M-V/def2-TZVPD
Hf 5.26 11.34 10.10
C 5.40 13.48 12.54
C 5.05 12.18 13.17
O 5.63 11.14 12.32
C 6.74 10.44 12.91
C 7.17 9.39 11.89
O 7.26 10.06 10.62
C 7.96 9.25 9.61
C 8.26 10.13 8.43
O 7.23 9.93 7.46
C 6.68 12.12 6.83
C 4.43 13.14 7.23
O 4.88 13.21 8.61
C 4.87 14.57 9.13
C 5.62 14.58 10.44
O 5.29 13.35 11.09
H 6.41 13.75 12.86
H 4.71 14.26 12.90
H 3.95 12.07 13.20
H 5.39 12.11 14.19
H 6.36 9.96 13.82
H 7.55 11.12 13.12
H 6.40 8.59 11.79
H 8.15 8.96 12.18
H 7.31 8.43 9.34
H 8.89 8.85 10.06
H 9.20 9.86 7.97
H 8.32 11.17 8.75
H 7.28 11.73 6.00
H 7.22 12.72 7.56
H 3.81 12.25 7.21
H 3.79 14.00 7.00
H 3.82 14.84 9.26
H 5.33 15.29 8.43
H 5.30 15.42 11.03
H 6.71 14.63 10.32
C 6.00 14.19 5.48
C 5.56 12.94 6.19
N 6.13 10.90 7.57
C 5.23 10.21 6.68
C 4.84 10.74 5.50
N 4.94 12.07 5.20
H 6.36 14.87 6.24
H 5.16 14.68 5.01
H 6.82 13.97 4.80
H 5.22 9.15 6.77
H 4.32 10.11 4.79
H 4.77 12.37 4.26
O 4.45 9.49 10.14
N 4.32 8.15 10.02
C 4.08 7.72 8.76
C 3.92 6.39 8.51
C 3.88 5.51 9.58
C 4.05 5.99 10.87
C 4.31 7.32 11.08
H 3.95 8.52 8.04
H 3.78 6.13 7.50
H 3.65 4.50 9.34
H 3.97 5.33 11.72
H 4.47 7.78 12.05
```

The computed Löwdin charges, all in e, follow: number 1, Hf, carries 1.86; number 2, C, carries -0.11; number 3, C, carries -0.11; number 4, O, carries -0.28; number 5, C, carries -0.09; number 6, C, carries -0.13; number 7, O, carries -0.28; number 8, C, carries -0.09; number 9, C, carries -0.14; number 10, O, carries -0.12; number 11, C, carries -0.05; number 12, C, carries -0.08; number 13, O, carries -0.28; number 14, C, carries -0.11; number 15, C, carries -0.11; number 16, O, carries -0.28; number 17, H, carries 0.16; number 18, H, carries 0.17; number 19, H, carries 0.16; number 20, H, carries 0.16; number 21, H, carries 0.16; number 22, H, carries 0.15; number 23, H, carries 0.11; number 24, H, carries 0.16; number 25, H, carries 0.13; number 26, H, carries 0.15; number 27, H, carries 0.15; number 28, H, carries 0.13; number 29, H, carries 0.17; number 30, H, carries 0.13; number 31, H, carries 0.12; number 32, H, carries 0.16; number 33, H, carries 0.16; number 34, H, carries 0.16; number 35, H, carries 0.15; number 36, H, carries 0.15; number 37, C, carries 0.02; number 38, C, carries -0.47; number 39, N, carries -0.14; number 40, C, carries -0.12; number 41, C, carries -0.05; number 42, N, carries 0.07; number 43, H, carries 0.09; number 44, H, carries 0.11; number 45, H, carries 0.12; number 46, H, carries 0.09; number 47, H, carries 0.14; number 48, H, carries 0.16; number 49, O, carries -0.29; number 50, N, carries -0.12; number 51, C, carries 0.02; number 52, C, carries 0.02; number 53, C, carries 0.03; number 54, C, carries 0.03; number 55, C, carries 0.02; number 56, H, carries 0.12; number 57, H, carries 0.13; number 58, H, carries 0.14; number 59, H, carries 0.14; number 60, H, carries 0.15

---

no.,molecular weight (g mol⁻¹),maximum force (eV/A)
1,590.4,3.40
2,669.4,3.35
3,576.0,1.88